[1]
Molecular formula: C27H28F5N2O5PbS5
Method: DFT, the ωB97M-V functional and the def2-TZVPD basis

## Properties
* relative energy (zero: lowest compared OMol25 entry of this formula, charge and spin): 0.000 eV
* Kohn-Sham gap: 0.25495 Eh
* HOMO energy: -4.8998 eV
* calculated total energy: -4214.655375 Ha

Structure (ORCA input):
```
! RIJCOSX wB97M-V def2-TZVPD def2/J DEFGRID3
* xyz -1 1
Pb -0.761 0.272 0.063
C 1.192 -3.425 2.576
C 0.092 -2.879 3.484
S 0.040 -1.074 3.373
C -1.472 -0.711 4.292
C -2.745 -1.361 3.757
S -3.150 -0.831 2.069
C -4.017 -2.305 1.462
C -3.824 -2.539 -0.034
S -2.123 -2.715 -0.615
C -1.538 -4.068 0.427
C -0.045 -4.297 0.200
S 1.069 -3.009 0.817
H 1.258 -4.511 2.684
H 2.154 -3.014 2.890
H 0.295 -3.180 4.516
H -0.869 -3.301 3.196
H -1.549 0.376 4.236
H -1.345 -0.990 5.341
H -3.569 -1.105 4.426
H -2.652 -2.449 3.762
H -5.086 -2.200 1.655
H -3.667 -3.165 2.036
H -4.189 -1.683 -0.604
H -4.401 -3.420 -0.324
H -2.084 -4.985 0.185
H -1.724 -3.829 1.473
H 0.161 -4.346 -0.871
H 0.257 -5.250 0.641
O -1.785 2.401 -3.526
C -1.702 1.730 -2.512
O -0.661 1.660 -1.748
C -2.917 0.834 -2.071
O -3.878 0.707 -2.802
O -2.775 0.228 -0.928
C 2.720 1.624 -4.431
N 1.547 1.021 -3.832
N 1.805 0.025 -2.885
C 0.769 -0.933 -2.952
O 0.611 -1.804 -2.106
C -0.001 -0.576 -4.113
C 0.497 0.584 -4.601
C 0.034 1.388 -5.762
C 2.343 0.420 -1.631
C 2.906 -0.556 -0.818
C 3.351 -0.216 0.451
C 3.273 1.096 0.897
C 2.741 2.070 0.062
C 2.262 1.740 -1.196
H 3.367 2.003 -3.643
H 2.402 2.463 -5.045
H 3.281 0.907 -5.042
H -0.897 -1.083 -4.429
H -0.842 0.916 -6.199
H 0.808 1.475 -6.528
H -0.258 2.379 -5.412
H 2.948 -1.578 -1.165
H 3.757 -0.987 1.094
H 3.613 1.358 1.892
H 2.666 3.094 0.403
H 1.760 2.473 -1.812
F 3.064 5.774 2.328
C 2.005 4.959 2.220
C 1.031 5.198 1.268
F 1.152 6.257 0.456
C -0.056 4.348 1.158
F -0.967 4.642 0.233
C -0.229 3.237 1.988
S -1.645 2.216 1.897
C 0.781 3.030 2.929
F 0.712 1.991 3.774
C 1.876 3.864 3.053
F 2.823 3.615 3.972
*
```

[2]
Molecular formula: C20H20BrPt
Method: DFT, the ωB97M-V functional and the def2-TZVPD basis

## Properties
* Kohn-Sham gap: 0.25154 Eh
* HOMO energy: -10.9726 eV
* calculated total energy: -3467.203533 Ha

Structure (ORCA input):
```
! RIJCOSX wB97M-V def2-TZVPD def2/J DEFGRID3
* xyz 1 1
Pt 0.533 0.048 0.342
C -2.119 -3.744 -1.150
C -0.658 -3.689 -0.714
C -0.185 -5.066 -0.238
C -0.404 -2.626 0.344
C -1.327 -1.646 0.680
C -1.083 -0.687 1.712
C 0.123 -0.692 2.456
C 0.355 0.220 3.632
C 1.102 -1.606 2.020
C 0.827 -2.541 1.005
H -2.265 -4.579 -1.834
H -2.433 -2.839 -1.673
H -2.788 -3.900 -0.298
H -0.062 -3.406 -1.588
H -0.675 -5.347 0.698
H 0.893 -5.112 -0.083
H -0.433 -5.820 -0.984
H -2.287 -1.611 0.180
H -1.870 -0.002 1.998
H 0.809 1.158 3.320
H 1.016 -0.255 4.356
H -0.585 0.448 4.130
H 2.067 -1.614 2.508
H 1.622 -3.222 0.725
Br 2.723 0.773 -0.432
C 2.168 2.526 -0.962
C 3.080 3.447 -1.345
C 2.585 4.705 -1.773
C 1.242 4.934 -1.819
C 0.302 3.943 -1.426
C -1.100 4.150 -1.506
C -1.957 3.160 -1.145
C -1.472 1.921 -0.643
C -0.135 1.690 -0.531
C 0.777 2.701 -0.950
H 4.141 3.240 -1.336
H 3.286 5.470 -2.079
H 0.866 5.888 -2.169
H -1.471 5.101 -1.867
H -3.026 3.314 -1.219
H -2.186 1.165 -0.340
*
```

[3]
Molecular formula: C34H32BCrF3O5
Method: DFT, the ωB97M-V functional and the def2-TZVPD basis

## Properties
* relative energy (zero: lowest compared OMol25 entry of this formula, charge and spin): 0.000 eV
* Kohn-Sham gap (spin up / spin down): 0.21102 / 0.16962 Eh
* HOMO energy (spin up / spin down): -17.0028 / -16.3953 eV
* calculated total energy: -3058.779044 Ha

Structure (ORCA input):
```
! RIJCOSX wB97M-V def2-TZVPD def2/J DEFGRID3
* xyz 3 4
C -4.296 -0.669 -0.824
C -3.152 -1.287 -0.018
C -2.175 -0.195 0.429
C -3.646 -2.156 1.221
C -4.010 -1.314 2.445
C -4.824 -3.053 0.828
O -2.529 -3.006 1.509
B -1.853 -3.189 0.180
C -0.277 -2.920 0.314
C 0.421 -2.482 -0.786
C 1.781 -2.278 -0.699
C 2.438 -2.516 0.491
C 3.938 -2.285 0.591
F 4.244 -1.949 1.864
F 4.568 -3.428 0.244
F 4.283 -1.284 -0.249
C 1.734 -2.975 1.586
C 0.373 -3.171 1.498
C -2.102 -4.727 -0.337
C -1.093 -5.812 -0.048
C -2.395 -5.771 0.709
O -2.428 -2.224 -0.820
H -4.872 0.032 -0.222
H -3.897 -0.133 -1.683
H -4.965 -1.438 -1.200
H -2.674 0.580 1.006
H -1.382 -0.627 1.036
H -1.714 0.273 -0.438
H -4.847 -0.650 2.234
H -4.290 -1.962 3.272
H -3.163 -0.714 2.770
H -5.728 -2.478 0.639
H -4.579 -3.619 -0.068
H -5.034 -3.763 1.625
H -0.108 -2.298 -1.705
H 2.348 -1.931 -1.546
H 2.267 -3.171 2.501
H -0.192 -3.521 2.344
H -2.652 -4.791 -1.278
H -0.941 -6.594 -0.794
H -0.176 -5.536 0.474
H -2.389 -5.446 1.751
H -3.147 -6.535 0.499
O 0.877 8.798 -0.323
C 1.330 7.767 -0.144
Cr 2.057 6.063 0.124
C 1.140 5.892 1.746
O 0.572 5.774 2.726
C 3.559 6.732 1.007
O 4.486 7.128 1.537
C 2.965 5.757 -1.812
C 1.554 5.768 -1.969
C 0.746 4.929 -1.168
C 1.338 4.042 -0.203
C 0.532 3.262 0.627
C -0.218 2.746 1.486
C -1.018 2.325 2.455
C -2.328 2.816 2.693
C -3.096 2.298 3.748
C -4.386 2.720 3.953
C -4.943 3.674 3.120
C -4.197 4.226 2.092
C -2.904 3.812 1.885
C 2.769 4.039 -0.065
C 3.568 4.878 -0.873
H 3.592 6.378 -2.455
H 1.094 6.399 -2.734
H -0.336 4.901 -1.311
H -0.631 1.578 3.125
H -2.656 1.568 4.404
H -4.964 2.317 4.771
H -5.961 3.996 3.275
H -4.628 4.990 1.465
H -2.310 4.262 1.109
H 3.229 3.360 0.656
H 4.656 4.867 -0.757
*
```

[4]
Molecular formula: C3H5CuO3
Method: DFT, the ωB97M-V functional and the def2-TZVPD basis

## Properties
* relative energy (zero: lowest compared OMol25 entry of this formula, charge and spin): 0.994 eV
* Kohn-Sham gap (spin up / spin down): 0.26039 / 0.26036 Eh
* HOMO energy (spin up / spin down): -7.2207 / -7.2197 eV
* calculated total energy: -1983.393105 Ha

Structure (ORCA input):
```
! RIJCOSX wB97M-V def2-TZVPD def2/J DEFGRID3
* xyz 0 1
H 0.781 -1.484 -3.584
O -0.676 -0.944 0.796
C -0.694 -0.441 -0.422
C 0.025 -0.065 1.693
O -0.843 -1.132 -1.423
O -0.142 0.761 -0.472
C 0.519 1.058 0.771
H 0.837 -0.624 2.166
H -0.683 0.282 2.453
H 1.602 1.036 0.604
H 0.208 2.055 1.095
Cu -0.934 -0.503 -3.677
*
```

[5]
Molecular formula: C4H3ClO2S
Method: DFT, the ωB97M-V functional and the def2-TZVPD basis

## Properties
* relative energy (zero: lowest compared OMol25 entry of this formula, charge and spin): 1.372 eV
* Kohn-Sham gap: 0.35058 Eh
* HOMO energy: -9.0982 eV
* structure (SMILES): O=C1O/C(=C/Cl)CS1
* calculated total energy: -1163.022665 Ha

Structure (ORCA input):
```
! RIJCOSX wB97M-V def2-TZVPD def2/J DEFGRID3
* xyz 0 1
O -2.872 -1.225 0.253
C -1.852 -0.701 0.045
O -0.565 -1.138 -0.202
C 0.450 -0.178 0.052
C 1.700 -0.805 -0.071
Cl 3.149 0.085 0.064
C -0.109 1.227 0.134
S -1.835 1.168 -0.122
H 1.572 -1.827 -0.703
H 0.361 1.740 0.993
H 0.260 1.603 -0.788
*
```

[6]
Molecular formula: C2H6N2O
Method: DFT, the ωB97M-V functional and the def2-TZVPD basis

## Properties
* relative energy (zero: lowest compared OMol25 entry of this formula, charge and spin): 6.407 eV
* Kohn-Sham gap: 0.32447 Eh
* HOMO energy: -8.7494 eV
* structure (SMILES): C/N=C\NO
* calculated total energy: -264.351862 Ha

Structure (ORCA input):
```
! RIJCOSX wB97M-V def2-TZVPD def2/J DEFGRID3
* xyz 0 1
C -1.506 -0.510 -0.215
N -0.993 0.869 -0.017
C 0.366 1.020 -0.025
N 1.462 0.296 -0.422
O 1.056 -1.016 -0.037
H -0.902 -0.977 -0.915
H -2.490 -0.775 -0.528
H -1.183 -0.735 0.959
H 0.447 2.083 0.320
H 2.355 0.790 -0.225
H 1.389 -1.046 1.105
*
```